Entry 1:
Below is AsCsF6 as an isolated structure, with properties calculated with wB97M-V/def2-TZVPD.

```
8
Properties=species:S:1:pos:R:3:mulliken_charge:R:1
Cs -2.698 2.487 0.222 1.01
As 0.420 -0.364 -0.052 1.94
F 0.143 0.966 -1.231 -0.51
F -1.276 -0.144 0.420 -0.53
F 0.473 -1.626 1.230 -0.49
F 2.143 -0.493 -0.483 -0.48
F 0.863 0.824 1.136 -0.45
F -0.068 -1.650 -1.243 -0.49
```

Computed properties:
ΔE to the lowest compared entry with this formula, charge and spin, eV: 0.6496
Lowest unoccupied orbital energy, eV: -1.2


Entry 2:
Below is AsF6H16O8 as an isolated structure, with properties calculated with wB97M-V/def2-TZVPD.

```
31
Properties=species:S:1:pos:R:3:nbo_charge:R:1
As -14.856 15.378 -5.208 2.82
F -13.894 14.450 -4.051 -0.62
F -16.380 14.714 -4.561 -0.64
F -15.699 16.227 -6.589 -0.64
F -13.407 16.202 -5.852 -0.63
F -14.742 14.030 -6.321 -0.63
F -15.013 16.734 -4.108 -0.63
O -15.331 20.062 -3.569 -0.94
H -15.615 20.281 -2.681 0.47
H -15.920 19.359 -3.843 0.48
O -18.361 12.929 -4.385 -0.95
H -17.581 13.474 -4.287 0.49
H -18.238 12.218 -3.756 0.46
O -12.585 17.073 -2.884 -0.95
H -12.150 16.877 -3.713 0.47
H -13.518 16.977 -3.073 0.47
O -15.616 11.849 -7.469 -0.96
H -16.542 12.034 -7.627 0.46
H -15.306 12.597 -6.958 0.49
O -13.427 18.928 -5.200 -0.97
H -13.905 19.442 -4.549 0.48
H -13.821 18.056 -5.153 0.47
O -11.433 16.346 -8.517 -0.95
H -12.185 16.504 -9.088 0.47
H -11.800 15.903 -7.752 0.48
O -15.473 16.278 -9.597 -0.96
H -15.602 15.902 -8.726 0.49
H -15.108 17.147 -9.431 0.46
O -14.610 13.227 -1.292 -0.95
H -15.473 13.595 -1.102 0.46
H -14.530 13.280 -2.245 0.48
```

Computed properties:
ΔE to the lowest compared entry with this formula, charge and spin, eV: 0.6022
Total charge: -1
Lowest unoccupied orbital energy, eV: 2.5


Entry 3:
Below is AsF6H26O13 as an isolated structure, with properties calculated with wB97M-V/def2-TZVPD.

```
46
Properties=species:S:1:pos:R:3:lowdin_spin:R:1
As -0.273 0.515 0.552 0.00
F -1.176 0.102 -0.981 0.00
F -1.578 1.581 0.997 0.00
F 0.669 1.125 1.896 0.00
F 1.150 -0.437 -0.098 0.00
F 0.497 1.856 -0.432 0.00
F -0.868 -0.943 1.437 0.00
O 0.939 -3.022 -2.128 0.00
H 1.827 -2.881 -1.800 0.00
H 0.551 -2.147 -2.155 0.00
O -3.333 -1.582 -2.101 0.00
H -3.425 -1.882 -3.006 0.00
H -2.505 -1.103 -2.090 0.00
O 3.212 -2.401 1.337 0.00
H 3.682 -1.972 2.052 0.00
H 3.345 -1.825 0.583 0.00
O -3.350 3.751 -0.787 0.00
H -2.809 3.279 -0.153 0.00
H -3.188 4.675 -0.599 0.00
O -2.316 -3.625 1.940 0.57
H -2.621 -3.221 1.127 0.01
H -1.362 -3.617 1.868 0.01
O 1.734 2.699 -2.594 0.00
H 2.562 3.080 -2.302 0.00
H 1.308 2.403 -1.789 0.00
O -2.140 2.986 3.905 0.00
H -1.731 3.722 4.360 0.00
H -1.426 2.585 3.409 0.00
O -1.393 -1.495 4.023 0.40
H -1.175 -1.509 3.091 0.00
H -1.751 -0.620 4.173 0.00
O -0.904 1.618 -4.143 0.00
H -0.846 1.291 -3.245 0.00
H -0.668 2.544 -4.076 0.00
O 1.102 -0.249 -3.110 0.00
H 1.358 0.649 -2.898 0.00
H 0.475 -0.156 -3.827 0.00
O 0.415 -3.627 1.482 0.02
H 1.075 -3.083 1.910 0.00
H 0.290 -3.222 0.623 0.00
O 3.403 -2.001 -1.768 0.00
H 2.773 -1.281 -1.778 0.00
H 4.086 -1.730 -2.382 0.00
O 1.373 3.099 3.537 0.00
H 1.178 2.355 2.967 0.00
H 1.835 3.719 2.972 0.00
```

Computed properties:
ΔE to the lowest compared entry with this formula, charge and spin, eV: 0.0000
<S²>: 0.76
Multiplicity: 2
Lowest unoccupied orbital energy (spin up / spin down), eV: -1.0 / -7.9


Entry 4:
Below is B3F12Sn as an isolated structure, with properties calculated with wB97M-V/def2-TZVPD.

```
16
Properties=species:S:1:pos:R:3:nbo_charge:R:1
Sn 0.522 -0.318 -0.478 1.80
B 3.617 0.610 -1.121 1.33
F 3.328 -0.218 0.006 -0.59
F 4.967 0.862 -1.207 -0.54
F 3.224 -0.218 -2.220 -0.58
F 2.803 1.749 -1.092 -0.56
B -1.969 -2.159 0.537 1.33
F -1.491 -1.679 1.758 -0.56
F -2.325 -1.094 -0.320 -0.57
F -0.797 -2.752 -0.074 -0.60
F -2.996 -3.071 0.627 -0.54
B -1.799 1.683 0.752 1.35
F -0.915 0.748 1.369 -0.59
F -1.553 2.986 1.147 -0.55
F -1.493 1.540 -0.643 -0.59
F -3.124 1.331 0.960 -0.54
```

Computed properties:
ΔE to the lowest compared entry with this formula, charge and spin, eV: 0.3044
Total charge: -1
Lowest unoccupied orbital energy, eV: 0.0


Entry 5:
Below is B3H12Sn as an isolated structure, with properties calculated with wB97M-V/def2-TZVPD.

```
16
Properties=species:S:1:pos:R:3:nbo_charge:R:1
Sn -24.040 19.503 -7.544 1.51
B -21.397 19.964 -5.592 -0.78
H -21.866 20.709 -6.216 -0.04
H -21.585 20.246 -4.567 -0.02
H -21.804 18.991 -5.820 -0.03
H -20.333 19.980 -5.767 0.02
B -21.621 17.887 -9.020 -0.82
H -21.910 17.598 -8.022 -0.02
H -21.782 18.946 -9.156 -0.01
H -20.610 17.604 -9.268 0.03
H -22.252 17.430 -9.766 -0.01
B -24.622 19.711 -10.626 -0.86
H -24.373 18.829 -10.057 -0.02
H -25.486 20.194 -10.198 -0.03
H -23.817 20.426 -10.703 0.00
H -24.925 19.392 -11.611 0.06
```

Computed properties:
ΔE to the lowest compared entry with this formula, charge and spin, eV: 3.9389
Total charge: -1
Lowest unoccupied orbital energy, eV: 0.4


Entry 6:
Below is a single B3H3S6 molecule, with properties calculated with wB97M-V/def2-TZVPD.

```
12
Properties=species:S:1:pos:R:3:nbo_charge:R:1
S 1.186 -3.587 0.977 -0.13
B 0.365 -1.956 0.630 0.11
S -0.570 -0.807 1.718 -0.09
B -0.479 0.916 1.319 0.03
S -1.287 2.061 2.327 -0.12
S 0.740 1.470 -0.052 -0.16
B 0.173 0.341 -1.446 0.03
S -0.415 1.217 -2.898 -0.12
S 0.345 -1.356 -1.086 -0.10
H 2.111 -3.444 -0.051 0.18
H -1.883 2.604 1.231 0.18
H -0.288 2.542 -2.670 0.18
```

Computed properties:
ΔE to the lowest compared entry with this formula, charge and spin, eV: 0.3962
Structure (SMILES): SB1SB(S)SB(S)S1
Lowest unoccupied orbital energy, eV: -0.9


Entry 7:
Below is B4Be2CsH16 as an isolated structure, with properties calculated with wB97M-V/def2-TZVPD.

```
23
Properties=species:S:1:pos:R:3:nbo_charge:R:1
Be -3.579 -2.770 -0.752 0.93
Be -2.841 -3.807 1.755 1.23
Cs -2.173 5.002 0.925 0.97
B -0.408 0.730 -0.984 -0.16
H -0.703 2.153 2.075 -0.12
H 0.678 2.542 -2.104 0.04
H 0.839 2.089 0.356 0.06
H -3.785 -1.579 0.965 -0.55
B 1.953 -3.749 -0.102 0.46
H 0.665 -4.705 -0.405 -0.13
H -3.447 -5.100 1.149 -0.48
H 2.673 -1.473 0.676 -0.19
H 2.893 3.622 -2.444 -0.07
B 3.627 0.059 -1.312 0.57
H -1.757 1.709 -0.768 -0.21
H -1.489 -4.384 1.799 -0.46
H 3.379 3.498 -1.065 -0.04
H -0.740 4.192 -1.843 -0.20
B 4.177 -2.369 -0.718 0.15
H 0.811 3.788 1.452 -0.03
H -2.753 -0.138 -0.449 -0.14
H -1.928 -2.480 0.887 -0.42
H 3.908 3.169 0.910 -0.21
```

Computed properties:
Total charge: +1
Lowest unoccupied orbital energy, eV: -5.8


Entry 8:
Below is B4F16Li4 as an isolated structure, with properties calculated with wB97M-V/def2-TZVPD.

```
24
Properties=species:S:1:pos:R:3:nbo_charge:R:1
Li -2.233 -0.452 -0.678 0.98
Li 1.117 0.654 2.334 0.96
Li -0.475 3.252 -0.094 0.97
Li 1.552 -1.975 -1.656 0.97
B 0.855 0.827 -0.735 1.38
F 1.215 -0.027 -1.794 -0.57
F 0.531 2.156 -1.247 -0.61
F -0.363 0.306 -0.127 -0.60
F 1.823 1.048 0.283 -0.56
B 0.624 3.367 2.297 1.35
F 0.973 4.371 1.316 -0.58
F 0.160 4.053 3.399 -0.53
F -0.406 2.563 1.654 -0.62
F 1.717 2.476 2.539 -0.58
B -0.081 -2.373 1.548 1.38
F 0.643 -1.207 1.957 -0.63
F -1.373 -1.885 1.079 -0.61
F 0.615 -2.980 0.483 -0.58
F -0.223 -3.219 2.622 -0.54
B -1.350 -2.218 -3.049 1.37
F -2.171 -3.103 -2.360 -0.55
F -1.559 -0.872 -2.530 -0.63
F 0.038 -2.525 -2.824 -0.62
F -1.630 -2.237 -4.417 -0.55
```

Computed properties:
ΔE to the lowest compared entry with this formula, charge and spin, eV: 0.0000
Lowest unoccupied orbital energy, eV: -1.2


Number 1: calculated total energy -77695.417 eV, M 321.81 g/mol. Number 2: calculated total energy -93790.110 eV, M 333.03 g/mol. Number 3: calculated total energy -104182.627 eV, M 423.11 g/mol. Number 4: calculated total energy -40491.510 eV, M 379.12 g/mol. Number 5: calculated total energy -8046.238 eV, M 163.24 g/mol. Number 6: calculated total energy -67093.773 eV, M 227.86 g/mol. Number 7: calculated total energy -4251.529 eV, M 210.31 g/mol. Number 8: calculated total energy -47039.290 eV, M 374.98 g/mol.